Formula: C29H25BF4N4OP2Yb
Source: the Open Molecules 2025 dataset
Level of theory: wB97M-V/def2-TZVPD

Net charge: +1
HOMO energy (spin up / spin down) (hartree): -0.421 / -0.422
<S²>: 0.75
2S+1: 2

Last column: Mulliken spin population.
Positions of all 67 atoms, in Å:
1 Yb -0.8552 -1.1474 -1.7838  1.003
2 C 1.3854 2.2986 0.5822  0.000
3 N 0.6268 1.1000 0.2040  0.001
4 P 1.2790 -0.4156 -0.1121  -0.007
5 C 2.5899 -0.8144 1.0288  0.000
6 C 3.8973 -0.3669 0.8265  0.000
7 C 4.8790 -0.6748 1.7554  0.000
8 C 4.5585 -1.4249 2.8807  0.000
9 C 3.2606 -1.8755 3.0832  0.000
10 C 2.2734 -1.5730 2.1571  0.001
11 C 1.9948 -0.3130 -1.7749  0.002
12 C 1.5473 0.6576 -2.6677  0.002
13 C 1.9186 0.6139 -4.0111  -0.001
14 C 2.7326 -0.4019 -4.4669  0.001
15 C 3.1839 -1.3843 -3.5821  0.000
16 C 2.8123 -1.3494 -2.2542  0.000
17 P -1.0697 1.0085 0.0491  0.000
18 C -1.6891 0.5800 1.6922  -0.001
19 C -0.8413 0.4591 2.7866  0.000
20 C -1.3581 0.1158 4.0326  0.000
21 C -2.7196 -0.0954 4.1857  0.000
22 C -3.5718 0.0314 3.0925  0.000
23 C -3.0570 0.3567 1.8486  0.000
24 C -1.5890 2.7024 -0.2471  0.000
25 C -1.4572 3.2016 -1.5458  0.000
26 C -1.7896 4.5175 -1.8228  0.000
27 C -2.2712 5.3340 -0.8070  0.000
28 C -2.4209 4.8386 0.4802  0.000
29 C -2.0795 3.5233 0.7658  0.000
30 H 2.3351 1.9948 1.0247  0.000
31 H 0.8374 2.8788 1.3238  0.000
32 H 1.5857 2.9366 -0.2799  0.000
33 H 4.1517 0.2097 -0.0552  0.000
34 H 5.8933 -0.3319 1.6002  0.000
35 H 5.3295 -1.6658 3.6008  0.000
36 H 3.0205 -2.4699 3.9542  0.000
37 H 1.2628 -1.9363 2.3076  0.000
38 H 0.9455 1.4845 -2.3065  0.000
39 H 1.5673 1.3805 -4.6891  0.000
40 H 3.0205 -0.4398 -5.5091  0.000
41 H 3.8208 -2.1818 -3.9410  0.000
42 H 3.1511 -2.1290 -1.5827  0.000
43 H 0.2235 0.6296 2.6756  0.000
44 H -0.6951 0.0220 4.8827  0.000
45 H -3.1224 -0.3546 5.1558  0.000
46 H -4.6367 -0.1196 3.2131  0.000
47 H -3.7275 0.4469 1.0001  0.000
48 H -1.1151 2.5579 -2.3469  0.000
49 H -1.6892 4.9003 -2.8295  0.000
50 H -2.5403 6.3594 -1.0240  0.000
51 H -2.8053 5.4753 1.2659  0.000
52 H -2.1991 3.1448 1.7732  0.000
53 F -2.3599 -0.4276 -5.2348  0.000
54 B -1.8573 -0.6678 -4.0385  -0.002
55 F -0.6618 -1.4883 -3.9813  0.000
56 F -2.7128 -1.3357 -3.0869  0.001
57 F -1.4378 0.4877 -3.2626  0.001
58 N -3.1797 -3.5080 1.1442  0.000
59 C -2.1786 -3.2456 0.3085  0.000
60 O -2.1927 -2.1498 -0.3542  -0.001
61 C -1.1015 -4.1682 0.1537  0.001
62 C -1.0079 -5.3771 0.8864  0.000
63 N -0.9772 -6.3120 1.5582  0.001
64 C -0.2361 -3.7384 -0.8473  -0.001
65 N 0.2907 -3.1228 -1.6822  0.001
66 H -3.9391 -2.8535 1.2161  0.000
67 H -3.2322 -4.3880 1.6314  0.000

***

Formula: C11H19N4
Source: the Open Molecules 2025 dataset
Level of theory: wB97M-V/def2-TZVPD

Net charge: +1
HOMO energy (spin up / spin down) (hartree): -0.391 / -0.449
<S²>: 2.04
2S+1: 3

Last column: Mulliken spin population.
Positions of all 34 atoms, in Å:
1 C 1.0904 2.3079 1.3392  -0.090
2 C -0.2732 2.6564 1.5672  0.156
3 C 0.3664 0.3553 0.1013  0.248
4 C 1.4602 1.1989 0.5093  0.123
5 C -0.7946 1.0452 0.0784  0.427
6 C -0.3502 -1.7387 -0.8712  -0.015
7 C -3.7408 -2.2053 -1.0417  0.032
8 C -2.8034 0.1323 -0.8640  0.642
9 C 3.5897 0.8905 1.5822  -0.005
10 C 3.4054 0.5108 -0.8862  0.005
11 C -2.8428 -1.2416 -0.1377  -0.023
12 N -1.1523 2.0467 0.8412  0.009
13 N 0.7079 -0.8258 -0.5358  0.380
14 N 2.7933 0.8545 0.3913  0.134
15 N -1.4479 -1.7029 0.0261  0.025
16 H 1.8767 2.9619 1.8338  -0.003
17 H -0.5227 3.3849 2.3584  -0.004
18 H -0.7827 -1.4972 -1.8144  0.021
19 H -0.0193 -2.8167 -0.8547  0.006
20 H -3.9462 -3.1409 -0.6497  0.004
21 H -4.7370 -1.7684 -1.1283  -0.002
22 H -3.4140 -2.2921 -2.0443  -0.001
23 H -3.5874 0.8793 -0.7711  0.004
24 H -2.4960 -0.1616 -1.9367  -0.013
25 H -1.8367 0.5593 -0.4248  -0.045
26 H 2.8899 0.6919 2.4786  0.002
27 H 4.3033 0.0534 1.5051  0.004
28 H 4.1520 1.7600 1.7301  0.006
29 H 4.0980 -0.3147 -0.8734  0.001
30 H 2.7103 0.2213 -1.6149  -0.003
31 H 4.0025 1.3201 -1.3499  0.006
32 H -3.2317 -1.1568 0.8629  -0.003
33 H 1.7758 -1.0655 -0.4627  -0.025
34 H -1.2429 -1.9024 1.0562  0.001

***

Formula: C62H55N4O3PdSe2Te2
Source: the Open Molecules 2025 dataset
Level of theory: wB97M-V/def2-TZVPD

Net charge: 0
HOMO energy (spin up / spin down) (hartree): -0.269 / -0.269
<S²>: 0.76
2S+1: 2

Last column: Mulliken spin population.
Positions of all 129 atoms, in Å:
1 Pd -0.2629 2.3157 -1.0965  0.644
2 C 5.2963 2.7041 3.1469  -0.001
3 C 4.3102 2.4072 2.0469  0.010
4 C 4.7167 2.2444 0.7238  -0.001
5 C 3.8151 1.9768 -0.2871  0.043
6 C 4.3182 1.7907 -1.6816  0.001
7 O 5.3463 1.1791 -1.8935  0.001
8 C 3.5535 2.4071 -2.8084  -0.003
9 C 3.5341 1.7728 -4.0440  0.002
10 C 2.8560 2.3477 -5.1073  0.000
11 C 2.2205 3.5716 -4.9474  0.001
12 C 2.2558 4.2171 -3.7192  -0.005
13 C 2.9094 3.6282 -2.6494  0.001
14 C 2.4322 1.7996 -0.0163  0.036
15 O 1.6629 1.4071 -0.9699  0.181
16 C 2.0023 1.9731 1.3341  -0.064
17 C 2.9617 2.2591 2.3183  -0.006
18 C 0.5973 1.8475 1.7525  -0.002
19 N -0.4200 1.9920 0.9753  0.070
20 C -1.7877 1.8781 1.5174  -0.027
21 C -2.5414 0.7273 0.8808  0.060
22 Te -4.4195 0.3372 1.8280  0.000
23 C -3.5227 -0.9361 3.2605  -0.001
24 C -3.4256 -0.5640 4.5972  0.000
25 C -2.8129 -1.4114 5.5120  0.000
26 C -2.2759 -2.6203 5.0945  0.000
27 C -2.3554 -2.9912 3.7590  -0.001
28 C -2.9904 -2.1565 2.8495  0.002
29 C 0.4075 1.5274 3.2057  -0.003
30 C 0.1167 2.5145 4.1391  0.002
31 C 0.0031 2.1860 5.4821  0.000
32 C 0.1749 0.8715 5.8925  0.001
33 C 0.4543 -0.1159 4.9579  0.000
34 C 0.5743 0.2108 3.6160  -0.002
35 H 6.2922 2.8757 2.7398  0.000
36 H 5.3657 1.8738 3.8526  0.001
37 H 5.0107 3.5918 3.7142  0.001
38 H 5.7662 2.3291 0.4618  0.001
39 H 4.0419 0.8232 -4.1515  0.000
40 H 2.8246 1.8416 -6.0640  0.000
41 H 1.6952 4.0223 -5.7803  0.000
42 H 1.7682 5.1770 -3.5955  -0.001
43 H 2.9364 4.1212 -1.6848  0.002
44 H 2.6351 2.3698 3.3454  -0.001
45 H -2.2967 2.8255 1.3221  -0.024
46 H -1.7587 1.7286 2.5946  0.010
47 H -1.9896 -0.1984 1.0218  -0.013
48 H -2.6931 0.8597 -0.1851  0.004
49 H -3.8325 0.3839 4.9264  0.000
50 H -2.7466 -1.1171 6.5521  0.000
51 H -1.7926 -3.2754 5.8090  0.000
52 H -1.9324 -3.9298 3.4210  0.000
53 H -3.0743 -2.4614 1.8131  0.000
54 H -0.0140 3.5406 3.8141  0.000
55 H -0.2156 2.9580 6.2086  0.000
56 H 0.0859 0.6166 6.9408  0.000
57 H 0.5750 -1.1445 5.2706  0.000
58 H 0.7921 -0.5518 2.8766  0.000
59 Se -1.9024 4.5014 -2.5693  0.039
60 Se -3.5332 4.6595 -0.9188  0.002
61 C -4.4066 3.0004 -1.3861  0.005
62 C -5.6186 2.6941 -0.7756  0.001
63 C -6.2140 1.4915 -1.1139  0.000
64 C -5.5997 0.6652 -2.0466  0.000
65 C -4.4066 1.0823 -2.6096  0.003
66 N -3.8184 2.2341 -2.2816  0.002
67 C -0.5226 5.3313 -1.5054  -0.004
68 C -0.2790 6.6924 -1.5595  -0.002
69 C 0.7007 7.2256 -0.7338  0.001
70 C 1.3878 6.3822 0.1200  -0.001
71 C 1.0937 5.0279 0.0981  -0.017
72 N 0.1715 4.5078 -0.7108  -0.005
73 H -6.0744 3.3717 -0.0660  0.000
74 H -7.1499 1.2026 -0.6533  0.000
75 H -6.0346 -0.2826 -2.3305  0.000
76 H -3.8856 0.4783 -3.3445  -0.001
77 H -0.8547 7.3131 -2.2309  0.001
78 H 0.9123 8.2866 -0.7525  0.000
79 H 2.1513 6.7538 0.7887  0.000
80 H 1.6303 4.3264 0.7249  0.002
81 C -1.1709 -7.8249 2.8987  0.000
82 C -0.9554 -6.5216 2.1784  0.000
83 C -1.8433 -6.0793 1.2096  0.003
84 C -1.6623 -4.8693 0.5423  -0.001
85 C -2.6666 -4.4817 -0.5146  -0.002
86 C -0.5578 -4.0689 0.8635  0.000
87 Te -0.3748 -2.1653 -0.0809  -0.001
88 N -0.7999 0.5362 -1.7249  -0.030
89 C -0.5945 0.8651 -2.9550  0.058
90 O -0.1572 2.0866 -3.1582  0.040
91 C -0.8473 -0.0343 -4.1051  -0.004
92 C -1.4464 -1.2759 -3.9128  -0.004
93 C -1.6894 -2.1006 -4.9994  0.000
94 C -1.3353 -1.6879 -6.2789  -0.001
95 C -0.7371 -0.4499 -6.4687  0.000
96 C -0.4929 0.3788 -5.3829  -0.001
97 C 1.5675 -2.4183 -0.8658  0.000
98 C 2.5653 -1.5767 -0.3858  -0.001
99 C 3.8518 -1.6362 -0.8975  -0.001
100 C 4.1415 -2.5585 -1.8912  -0.002
101 C 3.1506 -3.4069 -2.3612  0.000
102 C 1.8473 -3.3511 -1.8700  0.000
103 C 0.8021 -4.2843 -2.4153  0.000
104 C 0.3498 -4.4975 1.8444  -0.002
105 C 1.5512 -3.6847 2.2383  0.001
106 C 0.1372 -5.7179 2.4774  0.004
107 H -1.9717 -8.4024 2.4380  0.000
108 H -1.4398 -7.6536 3.9431  0.000
109 H -0.2649 -8.4325 2.8908  0.000
110 H -2.7015 -6.6935 0.9580  0.000
111 H -3.4449 -5.2404 -0.5938  0.000
112 H -2.1845 -4.3740 -1.4887  0.000
113 H -3.1485 -3.5265 -0.2993  0.000
114 H -1.7053 -1.5852 -2.9059  -0.002
115 H -2.1520 -3.0687 -4.8511  0.000
116 H -1.5250 -2.3331 -7.1274  0.000
117 H -0.4585 -0.1312 -7.4652  0.000
118 H -0.0209 1.3456 -5.5047  -0.001
119 H 2.3303 -0.8627 0.3944  0.003
120 H 4.6152 -0.9588 -0.5374  0.001
121 H 5.1401 -2.6117 -2.3063  0.000
122 H 3.3846 -4.1246 -3.1393  0.000
123 H 1.1902 -4.8429 -3.2667  0.000
124 H -0.0800 -3.7288 -2.7397  -0.001
125 H 0.4771 -4.9987 -1.6545  -0.001
126 H 1.2857 -2.6326 2.3575  0.000
127 H 2.3272 -3.7265 1.4720  0.000
128 H 1.9734 -4.0508 3.1742  0.000
129 H 0.8455 -6.0455 3.2322  0.000

***

Looking at energy relative to the best compared isomer or geometry (same formula, charge and spin) for the records above, in order, we have 0.0, 33.2, 0.0 kcal/mol.